A single C3H4Cl2S molecule in a non-equilibrium geometry, computed with the ωB97M-V functional and the def2-TZVPD basis.

Results
ΔE to the lowest compared entry with this formula, charge and spin: 51.06 kJ/mol
DFT total energy: -1435.23922 Ha
HOMO level (spin up / spin down): -9.14 / -9.14 eV
structure (SMILES): CC(=S)C(Cl)Cl
orbital gap (spin up / spin down): 8.377 / 8.376 eV

```
! RIJCOSX wB97M-V def2-TZVPD def2/J DEFGRID3
* xyz 0 1
C -1.15 -0.46 0.38
C 0.29 -0.60 0.04
S 0.99 -2.02 0.44
C 1.09 0.61 -0.52
Cl 0.90 2.01 0.54
Cl 0.42 1.03 -2.10
H -1.58 0.57 -0.08
H -1.25 -0.14 1.41
H -1.80 -1.36 0.28
H 2.09 0.36 -0.39
*
```